Run one
ORCA calculation (wB97M-V/def2-TZVPD) on the molecule C21H27N3O4S.

Structure (XYZ):
```
56
Properties=species:S:1:pos:R:3:mulliken_charge:R:1
S -1.386 -3.665 1.442 1.429
O -2.316 -4.751 1.382 -0.758
O -3.746 1.629 0.422 -0.466
O -0.509 -3.578 2.579 -0.682
O -1.946 3.404 2.902 -0.667
N -1.078 2.759 0.936 0.297
N 1.249 1.913 -0.528 0.384
N -0.542 -3.693 0.002 -0.254
C -3.288 0.407 0.800 0.062
C 4.078 -0.282 -1.372 -0.527
C 3.054 0.311 -0.659 -0.459
C 1.865 -3.417 0.490 -1.473
C -2.894 -1.853 0.065 -0.420
C -3.539 2.739 1.268 -0.607
C -2.111 2.989 1.769 0.581
C -1.155 2.310 -0.439 -0.330
C 0.787 -2.380 -1.551 -1.178
C 0.157 2.610 -1.165 -1.328
C -2.215 -2.098 1.246 -0.305
C 4.338 0.086 -2.681 -0.607
C 1.134 1.749 0.904 -0.474
C 2.259 1.307 -1.240 0.964
C 0.267 2.864 1.472 -1.473
C -2.118 -1.130 2.223 -0.289
C 2.542 1.680 -2.559 -0.595
C -2.666 0.126 2.014 -0.184
C 0.598 -2.799 -0.095 1.237
C 3.561 1.071 -3.265 -0.677
C -3.429 -0.603 -0.160 -0.567
H 2.687 -2.707 0.441 0.271
H 3.756 1.381 -4.281 0.383
H 0.056 2.262 -2.195 0.726
H 1.051 -3.243 -2.156 0.392
H -1.981 2.812 -0.948 0.612
H 0.691 0.775 1.168 0.033
H -0.354 -4.635 -0.306 0.347
H 4.676 -1.048 -0.898 0.352
H -2.588 0.871 2.789 0.525
H 0.198 2.789 2.560 0.520
H 0.331 3.696 -1.184 0.202
H -3.943 -0.367 -1.078 0.463
H 1.688 -3.690 1.527 0.393
H 1.980 2.469 -3.035 0.411
H -1.596 -1.365 3.137 0.527
H -0.135 -1.954 -1.939 0.293
H 2.141 -4.308 -0.071 0.379
H 2.866 -0.014 0.352 0.333
H 0.319 -1.922 0.501 -0.465
H -4.172 2.676 2.162 0.336
H 0.699 3.840 1.226 0.246
H 1.580 -1.641 -1.630 0.152
H 5.136 -0.384 -3.234 0.398
H 2.128 1.810 1.355 0.792
H -1.329 1.227 -0.483 -0.046
H -3.863 3.605 0.681 0.358
H -2.974 -2.641 -0.664 0.435
```

Calculated values
SMILES string: CC(C)NS(=O)(=O)c1ccc(OCC(=O)N2CCN(c3ccccc3)CC2)cc1
E_LUMO, eV: 0.442
E_HOMO, Ha: -0.293
Frontier orbital gap, eV: 8.418


Run two
ORCA calculation (wB97M-V/def2-TZVPD) on the molecule C21H27N3O4S.

Structure (XYZ):
```
56
Properties=species:S:1:pos:R:3:mulliken_charge:R:1
S 0.425 0.312 3.339 1.258
O -2.211 -3.535 -3.243 -0.654
O 1.508 1.123 2.870 -0.732
O 0.624 -0.528 4.482 -0.739
O 3.776 -1.561 -3.999 -0.480
N -3.233 2.797 3.880 -0.112
N -1.776 -2.932 -1.132 -0.074
N -0.835 1.339 3.701 0.017
C 1.383 -1.607 -4.499 -0.127
C -4.149 3.791 4.397 -1.079
C -0.182 -0.687 1.983 -0.179
C -0.549 -0.970 -0.364 -0.133
C 2.308 -2.527 -2.478 -0.737
C -0.064 -2.608 -2.846 -0.128
C -1.399 -2.589 1.208 -0.745
C 4.078 -0.802 -5.154 -0.679
C -2.029 3.406 3.341 -0.921
C -1.427 -3.041 -2.460 0.059
C -1.226 -2.166 -0.112 0.185
C 1.051 -2.891 -2.055 0.031
C 2.494 -1.866 -3.698 0.903
C 0.124 -1.991 -4.077 -1.044
C 4.588 1.309 -3.870 -1.185
C -1.155 2.330 2.703 -0.468
C -0.876 -1.851 2.252 -0.458
C -2.881 1.814 4.890 -0.898
C -2.013 0.727 4.263 -0.498
C -0.024 -0.240 0.684 -0.599
C 3.757 0.685 -4.985 -0.224
H 0.934 -3.410 -1.116 0.429
H 3.179 -2.745 -1.881 0.462
H 3.569 -1.215 -6.033 0.340
H 5.156 -0.933 -5.287 0.389
H -2.330 2.275 5.727 0.373
H 3.960 1.188 -5.932 0.389
H -1.448 3.919 4.127 0.373
H -0.736 -1.804 -4.703 0.429
H -5.052 3.294 4.746 0.344
H -1.699 1.876 1.860 0.296
H 4.420 0.778 -2.936 0.270
H 2.697 0.806 -4.755 0.281
H -0.978 -2.173 3.276 0.498
H -0.213 2.749 2.349 0.438
H -3.800 1.369 5.277 0.459
H -2.607 -3.460 -0.891 0.247
H -2.317 4.137 2.583 0.465
H -1.680 0.011 5.015 0.431
H 0.521 0.674 0.511 0.528
H -2.593 0.206 3.485 0.311
H 4.317 2.352 -3.731 0.352
H -4.417 4.477 3.595 0.346
H 5.648 1.256 -4.110 0.318
H -1.938 -3.504 1.406 0.416
H 1.485 -1.120 -5.456 0.375
H -3.723 4.372 5.229 0.375
H -0.442 -0.616 -1.377 0.504
```

Calculated values
SMILES string: CCCOc1ccc(C(=O)Nc2ccc(S(=O)(=O)N3CCN(C)CC3)cc2)cc1
E_LUMO, eV: 0.410
E_HOMO, Ha: -0.321
Frontier orbital gap, eV: 9.153


run two is preferred energetically. Next in line: 0.085 eV higher.